# 1
Here is a molecular structure, C3H9N3O in a non-equilibrium geometry from OMol25. Energies are from ωB97M-V/def2-TZVPD.

Properties
M	103.12	g mol⁻¹
E_HOMO	-8.420	eV
frontier orbital gap	5.79	eV
total energy	-9768.142	eV
relative energy (zero: lowest compared OMol25 entry of this formula, charge and spin)	7.3972	eV
LUMO	-2.63	eV

```
16
C3H9N3O, DFT ωB97M-V/def2-TZVPD
O 0.537 0.551 -1.127
C 0.023 0.285 0.043
N -0.639 -0.816 0.594
C -1.536 -0.132 -0.145
N 0.295 -3.327 -0.310
C 0.294 1.453 1.017
N 0.653 2.487 0.134
H 0.636 -2.634 -0.940
H -1.687 -0.347 -1.158
H -2.444 0.300 0.331
H 1.037 -3.956 -0.020
H -0.074 -2.821 0.486
H -0.662 1.641 1.514
H 1.022 1.237 1.818
H 0.674 1.643 -0.907
H 1.562 2.846 0.362
```

---

# 2
Here is a molecular structure, C28H28F6IrN6O4PS3Sb from OMol25. Energies are from ωB97M-V/def2-TZVPD.

Properties
M	1067.71	g mol⁻¹
E_HOMO (alpha / beta)	-11.023 / -11.151	eV
frontier orbital gap (alpha / beta)	7.50 / 5.09	eV
total energy	-114093.730	eV
spin multiplicity	5
relative energy (zero: lowest compared OMol25 entry of this formula, charge and spin)	0.7037	eV
net charge	+1
LUMO (alpha / beta)	-3.52 / -6.06	eV

```
78
C28H28F6IrN6O4PS3Sb, DFT ωB97M-V/def2-TZVPD
Ir 0.204 0.758 -0.175
O 4.293 -1.677 2.417
C 4.586 -1.955 1.138
C 5.869 -2.450 0.897
C 6.267 -2.776 -0.379
C 5.401 -2.618 -1.467
C 4.142 -2.121 -1.241
C 3.707 -1.776 0.054
C 2.379 -1.195 0.176
O 1.674 -0.938 -0.832
N 1.903 -0.932 1.438
N 0.730 -0.320 1.420
C 0.020 -0.353 2.548
C -1.296 0.077 2.667
C -1.886 0.057 3.967
C -3.196 0.357 4.142
C -3.997 0.668 3.014
C -3.489 0.675 1.748
C -2.122 0.405 1.531
O -1.692 0.409 0.307
H 3.370 -1.374 2.482
H 6.529 -2.574 1.745
H 7.265 -3.165 -0.538
H 5.717 -2.888 -2.464
H 3.446 -1.991 -2.059
H 0.522 -0.803 3.397
H -1.253 -0.188 4.810
H -3.636 0.360 5.129
H -5.040 0.913 3.166
H -4.099 0.908 0.887
C -2.183 3.854 -2.049
P -0.470 3.372 -2.222
C 0.519 4.570 -1.335
C 0.002 3.476 -3.964
O -0.293 1.919 -1.781
H -2.364 4.811 -2.539
H -2.416 3.946 -0.986
H -2.817 3.084 -2.490
H 0.442 5.530 -1.850
H 1.566 4.261 -1.311
H 0.162 4.687 -0.315
H 0.784 4.221 -4.105
H -0.851 3.741 -4.589
H 0.378 2.505 -4.289
N 2.832 1.530 -1.464
C 4.050 2.058 -1.267
C 4.102 2.504 0.035
C 2.858 2.186 0.585
N 2.098 1.600 -0.337
H 2.474 1.014 -2.255
H 4.782 2.069 -2.057
H 4.924 2.991 0.528
H 2.475 2.361 1.578
S 2.208 0.805 -6.357
C 0.978 0.286 -5.425
S 1.192 -0.601 -3.938
C -0.520 -0.496 -3.594
N -1.188 0.113 -4.581
N -0.395 0.500 -5.572
C -1.047 1.150 -6.683
C -0.538 1.065 -7.971
C -1.218 1.695 -9.003
C -2.391 2.391 -8.757
C -2.903 2.444 -7.468
C -2.238 1.821 -6.427
S -1.254 -1.002 -2.206
H 0.354 0.501 -8.182
H -0.826 1.627 -10.008
H -2.913 2.880 -9.569
H -3.832 2.964 -7.272
H -2.645 1.834 -5.426
F -0.428 2.802 1.024
Sb -0.138 3.886 2.635
F 0.877 2.391 3.243
F -1.706 3.096 3.315
F 0.154 4.889 4.177
F -1.126 5.211 1.732
F 1.436 4.522 1.795
```

---

# 3
Here is C6H11NO2S in the gas phase in a non-equilibrium geometry from OMol25. Energies are from ωB97M-V/def2-TZVPD.

Properties
M	161.23	g mol⁻¹
SMILES string	C=CCC[S@@](=O)(O)=NC=C
E_HOMO	-8.454	eV
frontier orbital gap	9.07	eV
total energy	-22816.386	eV
relative energy (zero: lowest compared OMol25 entry of this formula, charge and spin)	3.7363	eV
LUMO	0.61	eV

```
21
C6H11NO2S, DFT ωB97M-V/def2-TZVPD
C -2.063 1.223 0.913
C -2.361 0.114 0.322
C -1.760 -0.398 -0.986
C -0.829 -1.469 -0.687
S 0.644 -0.824 0.203
O 0.520 -0.310 1.571
O 1.158 -2.429 0.443
N 1.513 -0.062 -0.826
C 2.363 1.003 -0.707
C 2.712 1.817 0.287
H -2.403 1.529 1.977
H -1.422 1.898 0.411
H -3.066 -0.524 0.776
H -1.321 0.489 -1.475
H -2.453 -0.714 -1.777
H -1.110 -2.377 -0.096
H -0.404 -1.953 -1.500
H 1.803 -2.480 1.224
H 3.070 0.953 -1.508
H 3.216 2.764 0.261
H 2.194 1.750 1.173
```